[1]
13
Properties=species:S:1:pos:R:3:forces:R:3 method="wB97M-V/def2-TZVPD" energy_ha=-398.43459 lumo_energy_ev=4.3 e_homo_ev=-4.72 de_lowest_kj_mol=156.1 total_charge=-1
O 0.838 -1.434 -0.055 0.8436 0.2904 1.2276
C 1.504 -1.123 0.974 -0.2324 -0.0550 -0.3045
O 1.302 -0.175 1.793 0.4862 -1.0625 -0.6566
H 2.401 -1.796 1.156 -0.3209 0.4109 0.1895
O 0.294 0.008 -2.529 -0.6279 0.7937 1.3000
C 0.122 0.496 -1.418 0.5475 -0.5287 -0.6424
C -1.132 0.317 -0.538 -0.7665 -0.3587 -1.2840
N -0.972 1.019 0.703 0.0205 0.4599 0.1044
H 0.919 1.192 -0.990 -0.7978 -0.5928 -0.1451
H -1.978 0.724 -1.132 0.2882 0.1624 0.1919
H -1.362 -0.769 -0.453 0.4494 0.5420 -0.1310
H -1.774 0.946 1.319 0.0340 -0.1725 -0.2436
H -0.163 0.595 1.168 0.0761 0.1108 0.3939



[2]
20
Properties=species:S:1:pos:R:3:forces:R:3 method="wB97M-V/def2-TZVPD" smiles="O=c1cc[nH]c(=O)[nH]1.CC(=O)O" energy_ha=-643.90722 lumo_energy_ev=0.4 e_homo_ev=-8.90 de_lowest_kj_mol=175.1 total_charge=0
C 2.018 1.346 -0.168 1.4123 -1.5288 0.6637
C 3.291 0.716 0.401 0.3338 -1.0384 -0.6997
C 3.398 -0.655 0.613 3.1385 4.9392 -0.3486
C 1.199 -0.983 -0.375 -1.9317 1.8691 0.8141
C -2.820 0.354 0.185 3.1801 -1.1646 -0.3418
C -3.944 -0.116 -0.602 -2.2678 2.1915 -3.7781
H 0.248 0.758 -0.996 -0.5101 -0.4336 -0.0814
H 4.169 1.352 0.282 -0.2527 -0.1341 0.7825
H 4.308 -1.251 0.889 -0.8138 1.2057 -0.1353
H 2.658 -2.456 0.141 -1.7626 3.4378 1.0671
H -2.363 0.597 1.969 -1.4125 -0.8605 -0.5404
H -3.718 -0.132 -1.737 -0.0576 -0.1924 1.9864
H -4.371 -1.076 -0.295 0.1121 0.4981 0.2022
H -4.729 0.776 -0.543 1.1510 -2.1097 0.1283
N 1.138 0.376 -0.719 2.0457 0.7531 1.0651
N 2.357 -1.377 0.370 -3.0098 -7.5285 -2.6479
O 1.816 2.537 -0.155 -0.2896 -0.5329 -0.4140
O 0.174 -1.617 -0.536 1.7005 -1.1351 -0.0545
O -1.672 0.641 -0.200 -2.9777 0.1036 1.0748
O -3.157 0.210 1.474 2.2119 1.6604 1.2576



[3]
17
Properties=species:S:1:pos:R:3:forces:R:3 method="wB97M-V/def2-TZVPD" energy_ha=-396.91727 lumo_energy_ev=-0.8 e_homo_ev=-8.73 de_lowest_kj_mol=1137.8 total_charge=0
C -0.357 0.696 0.435 -2.7037 -1.3793 4.8842
C 1.166 0.641 0.311 -5.2074 -6.5771 1.0447
C 0.112 0.361 -0.827 2.8638 -2.1192 -1.6772
C -0.549 -2.006 -1.038 2.7290 2.1994 5.4289
H 0.376 2.800 0.640 -3.8494 -1.1224 -0.0211
H -1.775 1.547 1.834 2.0445 2.5572 -3.8334
H -1.108 0.156 1.240 3.3499 -0.8191 -2.6069
H 1.609 1.465 0.123 3.0644 6.1144 -0.8050
H 1.457 -0.332 2.048 2.0554 0.0385 -4.6654
H 0.276 1.230 -1.378 -0.4248 1.2300 -1.5796
H -0.465 -0.618 -2.589 1.1373 -0.5328 2.5452
H -0.961 -2.517 -1.796 -1.5988 -2.7482 -2.1683
H -0.045 -1.713 0.936 -0.7504 -1.8728 -2.5069
N -1.115 1.878 0.480 0.5439 3.3366 4.3182
N -0.031 -0.819 -1.609 -1.9043 -0.0668 -1.5667
N -0.452 -2.447 0.215 -0.0297 2.5415 -1.8085
O 1.861 -0.325 0.977 -1.3196 -0.7798 5.0175